(1)
This record from OMol25 describes one molecule with the formula C5H4 at a distorted geometry. The level of theory is ωB97M-V/def2-TZVPD.

The gap between HOMO and LUMO (alpha / beta) is 7.42 / 7.46 eV. As for the energy above the lowest of the compared OMol25 structures with the same formula, charge and spin: 126.43 kcal per mole. Its total energy is -192.59265 a.u. Its structure (SMILES) is C1#CCC=C1.

Last column: Mulliken charge in e.
Positions of all 9 atoms, in Å:
H 0.7181 -1.6468 1.1939  0.37
H 1.6663 0.8742 -0.3900  0.25
C 0.2097 -0.6948 0.7870  -0.25
C -0.3218 0.5560 -1.2224  -0.23
H -0.0393 -0.1380 1.7557  0.23
C -1.5417 0.4983 -0.4301  -0.20
C -1.2684 -0.9540 0.6417  -0.32
C 0.7046 0.2009 -0.3230  -0.15
H -0.1274 1.3044 -2.0128  0.31

Forces on atoms 1 to 3 (eV/Å):
H -0.0394 1.6785 -1.0011
H -1.6016 -1.8442 0.4791
C -1.1444 -1.0047 1.6382


(2)
This record from OMol25 describes a 2-piece molecular cluster, C5H4 overall at a distorted geometry. The level of theory is ωB97M-V/def2-TZVPD.

The gap between HOMO and LUMO is 9.85 eV. As for the energy above the lowest of the compared OMol25 structures with the same formula, charge and spin: 85.75 kcal per mole. Its total energy is -192.65747 a.u. Its structure (SMILES) is C1=CC=1.C#C.

Last column: Mulliken charge in e.
Positions of all 9 atoms, in Å:
C 1.6836 0.3049 -0.1758  -0.19
H 1.9733 -0.4048 -2.2536  0.28
C 1.7295 -0.3651 -1.1677  -0.43
C -2.5890 0.6627 -0.3939  -0.70
C -1.5461 -0.3477 -0.4954  0.03
H 1.4679 0.4346 0.8260  0.37
H -2.4866 -0.8149 1.5041  0.37
H -0.7121 -0.9307 -0.8890  0.40
C -2.3450 -0.3148 0.6031  -0.12

Forces on atoms 1 to 3 (eV/Å):
C -0.3569 -1.1089 0.3183
H -0.5151 -0.6456 1.4390
C 1.1459 0.9222 -3.2029


(3)
This record from OMol25 describes a 15-piece molecular cluster, C5H40N2O14 overall at a distorted geometry. The level of theory is ωB97M-V/def2-TZVPD.

The gap between HOMO and LUMO is 9.35 eV. As for the energy above the lowest of the compared OMol25 structures with the same formula, charge and spin: 180.33 kcal per mole. Its total energy is -1377.20260 a.u.

Last column: Mulliken charge in e.
Positions of all 61 atoms, in Å:
H 4.4352 0.0559 -1.1869  0.29
H 0.6689 -3.0182 3.0675  0.27
C -0.8207 -1.2898 -0.0271  -0.64
H 3.7926 1.3366 -1.7949  0.36
O 1.2081 -2.9569 2.3526  -0.55
H -1.7647 0.4522 0.4913  0.26
H 1.1898 1.1091 0.5309  0.38
H 0.8974 3.0604 2.1656  0.31
O -0.4155 0.1881 -3.6243  -0.61
O -2.6027 3.7566 2.8369  -0.62
H -4.5077 1.8459 0.1053  0.27
O -0.9502 2.7763 -0.6018  -0.63
H 1.9960 -3.6376 -1.0471  0.33
H -1.8690 4.2434 2.4261  0.32
C -1.8635 -2.4486 -0.0676  -0.85
H -1.4589 2.7682 0.1463  0.19
H -2.2820 2.8623 2.8753  0.29
H 1.2283 -3.8296 1.9370  0.27
H -1.2987 1.9931 -1.1175  0.40
H -0.1296 0.6817 -4.2985  0.27
H 3.2580 -4.0641 -1.3412  0.27
H 2.9642 1.4491 -3.7020  0.30
H 1.1965 2.7141 -1.4779  0.34
H 0.1070 -3.2453 -3.4815  0.34
O -3.8165 2.3542 0.5252  -0.53
H 0.2371 -0.4545 4.4877  0.45
H -3.9501 -1.6077 0.5733  0.30
H -1.2875 -2.8835 -4.0750  0.32
H -3.6517 0.3315 -1.0284  0.01
N 1.5609 -0.8958 -0.6735  -0.25
C 0.2273 -1.5936 -1.0923  -0.62
C -2.7759 -0.5507 -0.9925  -0.52
H 1.7141 2.7667 3.3154  0.29
H -0.2179 1.2682 4.0368  0.30
O 3.7836 1.8693 -3.5078  -0.69
H 2.6752 2.7786 -0.8762  0.36
O 4.3175 0.9967 -1.1910  -0.61
H 3.4283 2.5292 -3.0046  0.43
H 0.9818 -1.5929 5.4487  0.29
O 2.6521 -3.4731 -1.6691  -0.53
H -3.8499 -2.4053 -1.2415  0.25
H -0.0092 0.4979 -2.7372  0.21
O 0.8489 -1.2128 4.5371  -0.64
O 2.0156 1.6259 0.7712  -0.61
C -3.2820 -1.8217 -0.3517  -0.50
H 2.2890 -1.3380 -1.2521  0.17
O 2.2415 2.8363 -1.7723  -0.78
H -2.5794 -0.6957 -2.1019  0.24
H 2.7745 1.0272 0.5773  0.26
H -4.1994 3.0433 1.1731  0.31
H 0.3708 -2.7198 -0.9873  0.15
O 0.9134 3.1602 3.1180  -0.60
O -0.8031 0.8765 4.7232  -0.71
H 0.1136 -1.2018 -2.1475  -0.16
H -1.0965 1.6833 5.0070  0.31
O -0.7574 -3.6508 -3.7406  -0.63
H -1.7520 -3.3351 -0.8226  0.36
N -1.5718 -0.0593 -0.4326  0.25
H -1.8673 -2.8964 0.9744  0.32
H -0.5078 -1.1964 0.9696  1.01
H 1.8514 -0.8629 0.2931  0.28

Forces on atoms 1 to 3 (eV/Å):
H -0.2853 -0.3189 -0.6627
H -2.4315 -0.0256 3.5390
C -1.8804 -0.4723 -3.6483


(4)
This record from OMol25 describes a 15-piece molecular cluster, C5H40NO14 overall at a distorted geometry. The level of theory is ωB97M-V/def2-TZVPD.

The gap between HOMO and LUMO is 10.34 eV. As for the energy above the lowest of the compared OMol25 structures with the same formula, charge and spin: 91.30 kcal per mole. Its total energy is -1322.35561 a.u. The total charge is +1.

Last column: Mulliken charge in e.
Positions of all 60 atoms, in Å:
H -0.6142 -0.2656 0.6829  -0.56
H -3.9401 -0.3570 -1.3939  0.35
H 0.5148 -3.7676 -0.3314  0.26
C 0.4364 0.5920 -0.9611  -0.64
O 2.2393 0.7649 3.0799  -0.55
H 1.5484 4.5400 -1.0606  0.31
H 0.7819 -2.6165 -4.4652  0.27
O -4.0032 -1.3098 -1.5725  -0.71
H -0.3663 0.5742 -1.7224  0.33
H 2.0977 4.6155 0.2821  0.32
O 3.0768 2.8049 -0.3097  -0.56
H -2.0521 1.1959 0.5003  0.15
H -0.2914 1.5108 2.3444  0.34
O 1.2354 4.6378 -0.1519  -0.71
O -3.3398 1.7533 -2.3025  -0.59
H 0.9138 2.9190 0.8005  0.42
H -4.1068 -1.4814 0.1372  0.47
H 2.8934 -3.0432 2.0271  0.37
O 2.9328 0.7975 -2.6596  -0.63
N 0.0296 -1.5214 2.8967  0.12
H 1.3374 0.5226 -1.5587  0.10
H -2.1205 -3.7600 1.2571  0.29
H -3.8499 -0.6980 1.4201  0.32
H -0.0034 0.5069 -4.4525  0.31
H -3.3038 1.6387 1.0076  0.33
C 0.2102 -0.5469 -0.0016  0.63
H -0.8586 -2.0472 2.7659  0.49
O 0.3684 2.9769 1.6425  -0.75
H -3.2162 -1.4948 -2.0933  0.32
C 1.4636 -0.9154 0.8972  -0.15
H 3.6215 0.1813 -2.9165  0.25
H 0.3778 -1.3101 3.8220  0.47
H -0.1032 -1.4393 -0.5258  0.24
H 2.1069 1.1579 3.9552  0.31
H 1.8484 0.0763 1.1370  -0.02
O -2.9548 0.8358 0.5843  -0.49
C 1.1865 -1.8206 1.9981  0.05
H 1.6058 -3.5841 3.1194  0.31
H 2.2777 1.5316 2.4957  0.23
H 0.6090 1.6020 -0.5731  0.02
H -4.1399 1.8500 -2.8328  0.30
H -3.4196 2.4821 -1.6761  0.30
H -0.3344 -0.5294 2.7331  -0.03
O 0.4754 -2.2165 -3.6458  -0.55
H 2.9060 2.1070 -0.9706  0.27
H -0.1143 -2.8942 -3.2846  0.29
C 1.9461 -2.8161 2.4476  -1.09
H 2.3363 1.0314 -3.3781  0.32
O -1.5585 -2.9732 1.1339  -0.50
H 2.1005 -1.4071 0.1157  0.55
H -0.7662 1.5658 3.8925  0.27
H -2.4212 -2.4477 1.0578  0.30
H 0.1849 3.9208 1.5112  0.33
H 3.7334 2.4414 0.2983  0.27
O 1.0771 -3.8969 -1.1102  -0.58
H 1.6243 -4.6334 -0.8143  0.30
O -3.9351 -1.6021 1.1009  -0.78
O 0.4833 1.2368 -4.8637  -0.64
H -0.0750 1.9940 -4.6168  0.32
O -0.6924 1.0305 3.1011  -0.63

Forces on atoms 1 to 3 (eV/Å):
H 0.0829 -0.2812 -0.3394
H 0.0929 0.0612 -0.3160
H -0.1654 0.1972 -0.2052


(5)
This record from OMol25 describes a 21-piece molecular cluster, C5H45ClNO21 overall at a distorted geometry. The level of theory is ωB97M-V/def2-TZVPD.

The gap between HOMO and LUMO is 3.91 eV. Its total energy is -2312.36810 a.u. The total charge is -1.

Last column: Mulliken charge in e.
Positions of all 73 atoms, in Å:
O 1.3189 0.7955 -1.1607  -0.31
O 2.5336 4.1207 -1.8095  -0.52
C -0.3675 0.6666 0.5659  0.12
H 0.2520 -2.3336 2.4959  0.34
O 0.6558 -3.2164 2.4832  -0.68
H -1.4760 -3.4284 0.3095  0.24
H 6.5050 -1.9007 0.2069  0.30
O -4.7251 0.2305 0.2004  -0.63
C -2.3810 -0.2893 1.5134  -0.07
H -3.1716 0.4989 1.6662  0.31
O -3.5177 -3.8316 4.6074  -0.61
O 1.9381 3.0167 1.0921  -0.63
H 9.3232 -2.2228 -1.4083  0.31
H 3.2566 -1.8444 3.9630  0.25
O 1.5376 6.2045 0.4568  -0.63
H -6.9508 -4.2240 -4.6086  0.31
C -1.4804 -0.3357 2.8633  -0.55
H 0.2040 -0.1796 -4.4958  0.35
H -2.9320 -1.2637 1.3888  0.11
H 2.9805 3.2950 -2.0265  0.23
H 3.5445 -4.3234 1.6112  0.29
H -5.6696 0.3752 0.0603  0.25
H 3.6816 -3.0894 0.7317  0.31
H 5.4747 -2.4263 -0.7792  0.30
H 2.8215 1.4093 -2.7388  0.30
O 3.0255 -3.7045 1.0862  -0.58
H -2.8631 -4.3141 5.1239  0.31
H 0.3873 0.0199 4.2018  0.33
O 3.3674 8.9639 0.3206  -0.63
H 2.6398 -1.8350 2.5750  0.31
O -7.7214 -3.7213 -4.3215  -0.65
H -7.9569 -3.1914 -5.0918  0.32
H -1.8544 -4.0730 1.6330  0.24
O 5.5722 -2.1411 0.1364  -0.64
H -0.5411 1.5896 1.2144  0.28
H -8.1403 -2.8901 -2.4823  0.35
H 0.1607 1.1145 -3.6968  0.25
H -3.6273 -6.4841 1.3540  0.26
H 8.3040 -1.2042 -1.8935  0.32
Cl -0.5513 2.5720 -1.7323  -0.26
H 1.7624 2.5694 0.2541  0.29
O -4.8741 -1.9564 -1.7554  -0.69
H 2.2129 9.6342 3.0846  0.30
H 0.9950 -3.3061 1.5857  0.26
H 2.4494 1.3333 -4.2118  0.39
H 2.0919 4.3670 -2.6298  0.30
H 2.6249 8.6614 0.8622  0.33
H 4.1448 8.6465 0.7934  0.31
H -4.3206 -5.3374 2.0714  0.32
H -7.1056 -2.3811 -1.4875  0.37
C 0.2610 1.2378 -0.7758  -0.04
O 1.3804 9.1656 2.9522  -0.61
H -4.6535 -2.8924 -1.6881  0.32
O -2.0540 -3.3158 1.0715  -0.45
H 0.8503 9.4038 3.7209  0.30
H -4.6862 -1.6067 -0.8699  0.38
H 0.5877 6.3303 0.3493  0.31
O -3.4497 -5.6432 1.7898  -0.59
H 2.5223 -2.1923 -4.1526  0.27
C -0.5366 -0.2339 3.6423  -0.09
O 3.1617 1.6112 -3.6188  -0.67
O 2.3091 -1.2544 -4.2136  -0.58
O 2.5967 -1.3890 3.4297  -0.52
H 1.9051 6.4530 -0.4003  0.30
H 0.4630 0.0293 1.0100  -0.15
O -0.0376 0.7525 -4.5702  -0.66
H 2.5396 -0.9034 -3.3435  0.31
O -8.0430 -2.6104 -1.5625  -0.67
H -3.4941 -4.2589 3.7436  0.31
H 2.0539 3.9422 0.8405  0.34
O 8.5493 -1.7260 -1.1201  -0.62
H -4.3204 0.4829 -0.6417  0.32
N -1.5710 -0.1022 0.3034  -0.58

Forces on atoms 1 to 3 (eV/Å):
O -0.7910 0.9583 -0.7294
O 0.0973 0.2225 0.0039
C -1.0545 0.4619 -0.5215


(6)
This record from OMol25 describes a 2-piece molecular cluster, C5H4Br2N2O overall at a distorted geometry. The level of theory is ωB97M-V/def2-TZVPD.

The gap between HOMO and LUMO is 9.20 eV. As for the energy above the lowest of the compared OMol25 structures with the same formula, charge and spin: 96.58 kcal per mole. Its total energy is -5525.48358 a.u. Its structure (SMILES) is BrC#C/C=N\N=C1\CO1.Br.

Last column: Mulliken charge in e.
Positions of all 14 atoms, in Å:
C -2.0424 0.8788 0.0044  -0.23
H 0.5495 2.6840 0.6624  0.40
C 0.2981 1.7250 0.2293  -0.07
C -1.0877 1.6491 0.0079  0.21
H 3.0119 0.7705 0.2306  0.33
N 1.1851 0.8917 -0.1641  -0.14
O -0.6941 -1.2776 0.9859  -0.35
C 0.0986 -1.0731 -0.1083  0.57
C -0.7326 -2.2153 -0.2039  -0.19
Br -3.7517 0.2911 -0.2493  -0.02
H -1.7534 -2.1761 -0.6644  0.13
Br 4.3349 1.3263 -0.2235  -0.33
H -0.3553 -3.1244 0.1735  0.25
N 0.9390 -0.3500 -0.6805  -0.56

Forces on atoms 1 to 3 (eV/Å):
C -1.0619 1.3806 -0.6320
H 1.1305 -0.1005 0.0099
C 0.2484 0.9448 -0.7590


(7)
This record from OMol25 describes one molecule with the formula C5H4BrN at a distorted geometry. The level of theory is ωB97M-V/def2-TZVPD.

The gap between HOMO and LUMO (alpha / beta) is 8.75 / 8.98 eV. As for the energy above the lowest of the compared OMol25 structures with the same formula, charge and spin: 0.00 kcal per mole. Its total energy is -2821.49798 a.u. The expectation value of S² is 2.0203. As for the multiplicity: 3.

Last column: Mulliken charge in e.
Positions of all 11 atoms, in Å:
C 0.0947 1.3085 -0.3174  0.02
C -1.1313 0.4557 -0.2051  -0.35
C 0.7603 -0.0110 -0.8638  -0.56
H 1.7464 -0.2804 -0.5382  0.37
C -0.1988 -0.7433 0.0290  0.09
H -1.8971 0.5184 0.6281  0.31
N 0.4900 -2.2291 1.9885  -0.42
H 0.6994 -0.2444 -1.9017  0.20
H -1.7168 0.4052 -1.0614  0.21
Br 0.9950 2.3009 1.0727  -0.09
C 0.1581 -1.4805 1.1694  0.22

Forces on atoms 1 to 3 (eV/Å):
C 1.1047 -0.4077 -1.1604
C -1.6529 -0.6411 5.6837
C 2.0252 -0.0179 2.2119


(8)
This record from OMol25 describes C5H4CaO as an isolated structure at a distorted geometry. The level of theory is ωB97M-V/def2-TZVPD.

The gap between HOMO and LUMO (alpha / beta) is 2.59 / 4.94 eV. Its total energy is -945.33949 a.u. The expectation value of S² is 0.7844. The total charge is +1. As for the multiplicity: 2.

Last column: Mulliken charge in e.
Positions of all 11 atoms, in Å:
C -1.6283 0.8304 0.0228  -0.58
H -1.7927 1.4169 -0.8855  0.21
H -2.2003 -0.9424 0.9575  0.22
O 3.3164 -0.5082 -0.0055  -0.82
Ca 5.4412 0.3373 -0.0399  1.47
C -0.4329 -0.0763 -0.0250  -0.48
C 0.8779 -0.2149 0.0147  0.72
H -2.0716 -1.1561 -0.9740  0.25
C 2.1292 -0.3487 0.0277  0.27
H -1.8911 1.3475 0.9494  0.23
C -1.7479 -0.6855 -0.0421  -0.50

Forces on atoms 1 to 3 (eV/Å):
C 1.1305 0.4736 -1.0450
H -0.0546 -0.1204 0.2902
H 0.6562 -0.8298 -1.3562


(9)
This record from OMol25 describes one molecule with the formula C5H4Cl2N4O4 at a distorted geometry. The level of theory is ωB97M-V/def2-TZVPD.

The gap between HOMO and LUMO (alpha / beta) is 5.42 / 5.89 eV. As for the energy above the lowest of the compared OMol25 structures with the same formula, charge and spin: 125.84 kcal per mole. Its total energy is -1632.82866 a.u.

Last column: Mulliken charge in e.
Positions of all 19 atoms, in Å:
O -0.8695 3.6808 -0.2329  -0.60
H 3.1258 -1.3939 0.6217  0.27
O -1.0124 -1.8173 -2.5364  -0.71
C 2.1884 -0.6063 0.5197  -1.18
N 0.4851 -1.5631 -0.9422  -0.52
Cl -2.1908 0.8272 2.0016  -0.13
H 0.7217 -2.3708 1.0591  0.26
O -1.6699 -1.9824 -0.4456  -0.60
H 2.2357 -0.0221 1.4198  0.41
Cl -1.7849 0.4142 -2.6806  0.09
O 0.1302 2.6912 1.3581  -0.53
H 2.3680 0.1441 -0.3137  0.27
C 0.8325 -1.3296 0.4343  0.41
N -0.5427 2.7097 0.3686  1.08
C -0.8874 0.4013 1.0148  0.57
C -0.9835 1.4005 -0.1840  -0.21
N -0.7307 -1.8111 -1.2985  0.98
N -0.1300 -0.5383 1.2372  -0.39
C -1.2856 1.1658 -1.4011  0.51

Forces on atoms 1 to 3 (eV/Å):
O -0.6173 1.3473 -1.0631
H -2.4684 2.0237 -0.6614
O 0.2772 -0.3506 -0.0241


(10)
This record from OMol25 describes one molecule with the formula C5H4Cl2S2 at a distorted geometry. The level of theory is ωB97M-V/def2-TZVPD.

The gap between HOMO and LUMO is 8.17 eV. As for the energy above the lowest of the compared OMol25 structures with the same formula, charge and spin: 5.71 kcal per mole. Its total energy is -1909.61936 a.u. Its structure (SMILES) is CSc1c(Cl)csc1Cl.

Last column: Mulliken charge in e.
Positions of all 13 atoms, in Å:
Cl 0.5492 1.9007 -1.8610  -0.17
S 0.6486 -1.4507 -0.8865  -0.02
H -2.7020 0.8210 1.8989  0.52
H 2.0978 -0.5187 0.5509  0.32
H 2.3396 0.3404 -0.9697  0.26
C -0.5465 -0.3597 -0.2739  -0.02
C -1.4748 -0.5614 0.7059  0.20
C -0.5223 1.1685 -0.7661  0.13
Cl -1.7546 -2.0512 1.4719  -0.19
S -1.7311 2.0356 0.1918  -0.07
C -2.1521 0.6021 1.0818  -0.45
H 3.0123 -1.3301 -0.6506  0.31
C 2.2360 -0.5966 -0.4935  -0.81

Forces on atoms 1 to 3 (eV/Å):
Cl -0.4403 -0.1204 -0.0285
S 0.2712 -0.6086 -0.8465
H -2.0644 -0.0251 2.4101